Below is a molecular structure, C16H44BeN4O4, with properties calculated with ωB97M-V/def2-TZVPD.

gap between HOMO and LUMO (alpha / beta) = 4.704 / 10.097 eV
energy = -31847.2435 eV
total charge = +1
LUMO level (alpha / beta) = -1.9716 / -2.0714 eV
spin multiplicity = 2
HOMO energy (alpha / beta) = -6.676 / -12.168 eV
F_max = 3.9 eV/A

Atoms and positions in Å:
Be 0.280 -0.132 0.041
C -2.803 3.086 1.974
C -2.168 2.051 1.067
C -1.766 2.619 -0.265
O -1.288 1.626 -1.128
C -1.403 2.018 -2.522
N -0.920 1.541 1.726
H -3.642 3.612 1.520
H -2.074 3.878 2.145
H -3.066 2.699 2.959
H -2.833 1.188 1.025
H -0.975 3.357 -0.124
H -2.640 3.124 -0.675
H -1.017 1.200 -3.130
H -0.738 2.853 -2.744
H -2.420 2.215 -2.860
H -1.205 1.163 2.618
H -0.399 2.329 2.082
C 0.148 -3.480 1.931
C 1.335 -2.570 2.189
C 2.398 -2.646 1.022
O 2.062 -1.916 -0.161
C 2.969 -2.225 -1.185
N 0.775 -1.254 2.365
H 0.547 -4.455 1.654
H -0.465 -3.167 1.085
H -0.484 -3.559 2.816
H 1.884 -2.864 3.084
H 2.654 -3.688 0.832
H 3.327 -2.152 1.304
H 3.753 -1.485 -1.020
H 2.471 -1.882 -2.092
H 3.256 -3.268 -1.316
H 0.067 -1.277 3.085
H 1.527 -0.724 2.783
C 3.084 3.310 0.903
C 2.125 2.257 0.335
C 2.434 2.067 -1.217
O 1.502 1.069 -1.651
C 1.834 0.743 -3.008
N 2.317 1.056 1.131
H 3.047 3.394 1.990
H 3.012 4.270 0.393
H 4.119 3.066 0.664
H 1.096 2.583 0.484
H 3.453 1.682 -1.254
H 2.279 3.060 -1.640
H 1.080 0.139 -3.512
H 2.801 0.252 -3.120
H 1.684 1.623 -3.634
H 3.305 0.847 1.128
H 2.192 1.377 2.080
C -2.780 -2.454 -2.750
C -2.082 -1.510 -1.737
C -2.690 -1.630 -0.347
O -1.985 -0.920 0.714
C -2.447 -1.221 2.026
N -0.648 -1.799 -1.671
H -2.465 -2.334 -3.787
H -3.867 -2.389 -2.769
H -2.449 -3.469 -2.528
H -2.130 -0.484 -2.102
H -2.789 -2.660 -0.005
H -3.728 -1.305 -0.427
H -1.864 -0.570 2.678
H -2.277 -2.258 2.316
H -3.492 -0.973 2.209
H -0.555 -2.760 -1.375
H -0.261 -1.872 -2.601

Force components x, y, z for each atom (eV/Å):
0.07 -0.29 0.45
0.22 0.96 -0.29
0.84 -0.35 1.47
-0.58 0.10 0.03
-0.70 -0.06 -1.50
0.87 -0.60 0.54
-0.35 -0.07 0.05
-0.31 -0.31 0.06
0.18 0.15 0.14
-0.17 -0.17 -0.17
0.08 0.11 -0.68
0.06 0.42 0.17
-0.07 0.13 -0.29
-0.06 -0.21 0.21
-0.16 0.36 0.14
-0.14 0.17 0.39
-0.16 -0.59 0.14
0.34 0.66 -0.41
0.63 -0.94 -0.28
-0.10 -0.55 -1.55
-0.11 1.41 0.83
-1.62 -1.88 0.93
-0.46 1.86 -0.78
0.85 0.96 -0.01
-0.29 -0.31 0.28
0.12 0.40 0.04
0.04 -0.15 -0.01
0.05 -0.47 0.05
-0.29 -0.16 -0.21
0.32 -0.18 0.84
1.04 -0.66 -0.33
0.03 -0.24 -0.25
0.14 0.06 0.44
-0.27 -0.21 0.05
-0.02 0.78 -0.16
0.45 0.52 -1.00
1.31 1.02 -0.59
-1.45 -0.76 3.50
1.08 0.31 -1.34
-1.17 0.20 -0.54
-0.35 -0.43 -0.35
-0.33 0.25 -0.09
-0.52 0.34 0.39
0.18 -0.56 0.07
-0.03 -0.07 -0.34
0.19 0.22 -0.53
0.16 -0.22 -0.65
-0.20 -0.76 0.84
0.12 0.31 0.06
0.94 0.52 0.06
0.41 -0.38 -0.31
-0.40 -0.20 0.44
0.15 -0.11 0.35
0.39 -0.01 -0.73
-0.37 0.05 0.87
-0.56 -0.56 -1.06
0.24 0.37 -0.12
0.14 -0.28 0.28
0.24 0.59 0.06
-0.02 -0.06 0.27
-0.40 -0.24 0.26
-0.38 0.06 0.29
0.32 -0.48 -0.30
-0.15 0.46 0.19
-0.06 -0.30 0.04
-0.01 -0.10 -0.16
-0.25 0.00 -0.37
0.19 -0.35 0.64
0.09 0.53 -0.45

***

Below is 7 unconnected molecules or ions with the total composition C16H44Br2NO7S, with properties calculated with ωB97M-V/def2-TZVPD.

gap between HOMO and LUMO = 9.695 eV
energy = -184039.4839 eV
total charge = +1
LUMO level = -2.2316 eV
HOMO energy = -11.926 eV
F_max = 0.9 eV/A

Atoms and positions in Å:
C -0.089 -1.979 -0.415
C -0.945 -1.952 -1.675
S -1.948 -0.446 -1.852
C -0.888 0.608 -2.849
N -0.374 1.863 -2.167
C -1.469 2.876 -1.920
C -1.983 2.893 -0.489
O -0.909 2.941 0.431
C -0.204 1.723 0.352
C 0.523 1.582 -0.971
C 1.834 2.374 -1.094
Br 1.560 4.278 -1.386
C 2.767 1.719 -2.141
C 4.244 1.885 -1.809
Br 2.418 2.316 -3.952
H 0.331 -1.018 -0.149
H 0.754 -2.653 -0.576
H -0.621 -2.340 0.462
H -1.663 -2.769 -1.656
H -0.346 -2.092 -2.574
H -1.455 0.954 -3.710
H -0.013 0.062 -3.197
H 0.256 2.284 -2.865
H -1.071 3.852 -2.180
H -2.288 2.665 -2.605
H -2.569 3.797 -0.348
H -2.605 2.017 -0.292
H -0.904 0.898 0.501
H 0.537 1.670 1.149
H 0.829 0.545 -1.055
H 2.336 2.349 -0.131
H 2.527 0.658 -2.134
H 4.564 2.896 -2.057
H 4.387 1.688 -0.748
H 4.798 1.179 -2.421
C 2.975 -2.323 2.262
O 2.330 -1.149 1.771
H 3.476 -2.789 1.417
H 3.720 -2.082 3.022
H 2.252 -3.029 2.677
H 1.879 -0.734 2.511
C -1.826 3.301 4.062
O -2.461 3.277 2.790
H -2.596 3.162 4.816
H -1.096 2.491 4.159
H -1.331 4.258 4.244
H -1.788 3.395 2.108
C -1.982 -4.788 -3.890
O -1.686 -5.094 -2.530
H -1.142 -4.216 -4.279
H -2.091 -5.693 -4.490
H -2.891 -4.187 -3.982
H -2.416 -5.612 -2.180
C -4.164 0.983 6.549
O -3.929 2.081 7.420
H -3.757 0.097 7.030
H -5.232 0.830 6.377
H -3.660 1.121 5.587
H -4.295 2.872 7.017
C 5.205 -1.685 -4.389
O 5.499 -0.756 -3.346
H 4.176 -1.510 -4.694
H 5.856 -1.535 -5.252
H 5.300 -2.716 -4.043
H 6.408 -0.899 -3.071
C -2.206 -3.070 3.280
O -1.543 -1.907 2.781
H -1.433 -3.782 3.559
H -2.805 -2.840 4.163
H -2.845 -3.525 2.520
H -2.220 -1.268 2.545

Force components x, y, z for each atom (eV/Å):
0.25 -0.46 -0.12
0.10 0.03 0.48
-0.11 0.02 -0.24
-0.05 0.00 0.15
-0.14 -0.15 0.06
-0.20 0.28 0.02
0.08 -0.06 -0.09
0.12 0.02 -0.05
-0.10 0.08 0.09
0.21 0.22 -0.06
-0.21 -0.05 -0.33
0.17 0.05 0.11
0.31 0.12 0.85
-0.47 0.25 -0.51
-0.15 -0.17 -0.34
0.08 0.10 0.02
0.02 -0.05 0.07
-0.17 0.09 -0.01
-0.02 -0.02 -0.11
-0.07 0.13 -0.11
0.07 0.10 -0.07
0.02 -0.05 0.01
-0.05 0.07 -0.08
0.16 -0.05 0.05
0.03 -0.14 -0.04
-0.11 0.01 -0.01
-0.08 0.01 0.10
0.03 -0.14 -0.08
0.00 0.19 0.06
-0.13 -0.16 -0.07
0.02 -0.24 0.03
0.06 -0.08 -0.13
0.09 0.06 0.18
0.17 -0.08 0.02
0.21 -0.03 0.12
-0.05 0.04 -0.03
0.01 0.11 -0.06
0.01 0.00 -0.01
0.01 -0.01 0.00
0.01 -0.01 -0.01
-0.06 -0.04 0.06
-0.01 0.02 -0.17
-0.03 -0.03 0.03
0.00 0.00 0.02
0.01 0.02 0.07
0.02 -0.01 0.04
-0.01 -0.04 0.11
0.00 -0.06 0.09
-0.06 0.15 -0.09
0.02 0.00 -0.01
0.01 0.01 -0.03
0.01 0.01 -0.02
0.02 -0.09 0.05
-0.03 0.16 0.03
0.09 -0.11 -0.05
0.01 0.00 0.03
0.01 -0.05 -0.03
-0.02 -0.06 -0.02
-0.06 0.06 0.02
0.06 0.05 0.06
-0.08 -0.10 -0.08
-0.01 0.01 -0.01
-0.02 0.00 -0.02
-0.02 -0.01 -0.01
0.05 0.02 0.04
0.05 0.08 -0.01
-0.04 -0.06 -0.05
0.01 -0.01 0.00
0.00 -0.02 0.01
0.00 -0.02 0.01
-0.02 0.08 0.05